This record from the OMol25 dataset describes 21 unconnected molecules or ions with the total composition C70H182O28 at a distorted geometry. The level of theory is ωB97M-V/def2-TZVPD.

The calculation puts the max |F| at 3.387 eV/Å. The HOMO energy is -9.0 eV. The LUMO energy is 0.35 eV. For the energy, the calculation gives -4882.5027 Ha.

Each line ends with the Löwdin charge.
Geometry (Å):
C  -0.22186  2.05064  3.98063  -0.1144
O  0.01152  3.37977  3.57851  -0.1838
C  1.34775  3.79881  3.96303  -0.1287
C  1.61663  5.31584  3.53815  -0.1821
O  0.74130  6.22456  4.08430  -0.2058
C  1.09025  7.53500  3.74647  -0.0839
H  -1.20771  1.77528  3.60598  0.0785
H  -0.24662  1.94203  5.06493  0.0873
H  0.44000  1.28371  3.57831  0.0756
H  2.09116  3.22069  3.41421  0.0992
H  1.59479  3.57524  5.00086  0.1193
H  1.46851  5.34265  2.45859  0.1042
H  2.64938  5.61613  3.71519  0.1312
H  0.23510  8.19766  3.87949  0.0982
H  1.42822  7.61252  2.71309  0.0848
H  1.86742  8.00373  4.35012  0.0933
C  -3.17398  -5.02177  -5.87834  -0.0882
O  -3.44244  -3.91718  -4.98795  -0.2221
C  -4.83509  -3.56820  -4.90667  -0.1686
C  -4.92802  -2.40773  -3.86006  -0.1800
O  -4.44181  -2.70434  -2.53573  -0.1875
C  -3.04977  -2.43917  -2.31877  -0.0799
H  -3.68344  -5.92164  -5.53369  0.0822
H  -2.10944  -5.25425  -5.85003  0.0733
H  -3.53955  -4.77530  -6.87519  0.0874
H  -5.52440  -4.37370  -4.65342  0.1197
H  -5.23982  -3.18299  -5.84257  0.1175
H  -5.99390  -2.30145  -3.65830  0.1121
H  -4.62754  -1.40722  -4.17116  0.1061
H  -2.76545  -2.75152  -1.31393  0.0653
H  -2.82215  -1.37533  -2.38602  0.0739
H  -2.47828  -3.02264  -3.04062  0.0699
C  2.59033  -4.05512  -1.22363  -0.1307
O  2.92282  -2.90825  -1.93293  -0.2094
C  4.26183  -2.39623  -1.69173  -0.1355
C  4.60349  -1.20254  -2.66047  -0.1467
O  4.48982  -1.38955  -4.06833  -0.2248
C  5.08959  -2.57405  -4.66380  -0.0643
H  3.12560  -4.95015  -1.54066  0.0895
H  1.53172  -4.31216  -1.26073  0.0785
H  2.87660  -3.94752  -0.17741  0.0678
H  4.98970  -3.18688  -1.87393  0.1159
H  4.24157  -2.08058  -0.64863  0.1093
H  5.61462  -0.85946  -2.44137  0.1094
H  3.95676  -0.36864  -2.38762  0.1176
H  5.08586  -2.53243  -5.75300  0.0870
H  4.63331  -3.50980  -4.34088  0.0835
H  6.14085  -2.68602  -4.39844  0.0864
C  -0.30208  2.44057  0.13958  -0.0679
O  0.37105  2.01102  -1.05816  -0.2021
C  0.05442  0.74808  -1.56682  -0.1766
C  0.51494  -0.56953  -0.85758  -0.1360
O  -0.41260  -1.02799  0.15429  -0.2027
C  -0.01291  -2.20824  0.76352  -0.1213
H  0.03564  3.40354  0.52265  0.0804
H  -0.08994  1.66730  0.87791  0.0728
H  -1.38865  2.51027  0.08862  0.0708
H  0.46628  0.74635  -2.57601  0.1189
H  -1.01915  0.63548  -1.71805  0.1100
H  1.55913  -0.47900  -0.55829  0.1106
H  0.60848  -1.32251  -1.64012  0.1004
H  -0.55969  -2.37686  1.69126  0.0776
H  1.00767  -2.16850  1.14422  0.0792
H  -0.15160  -3.06735  0.10717  0.0739
C  2.26426  -2.46662  -7.76740  -0.0918
O  1.20153  -2.29674  -6.81585  -0.1840
C  1.59746  -2.50103  -5.45814  -0.2052
C  0.48542  -2.55561  -4.47365  -0.1818
O  -0.26184  -1.34935  -4.30607  -0.1716
C  -1.26314  -1.16928  -5.25468  -0.1171
H  3.19960  -1.96851  -7.51221  0.0747
H  2.02289  -2.20667  -8.79806  0.0856
H  2.46964  -3.53459  -7.84067  0.0793
H  2.31533  -1.72546  -5.19122  0.0985
H  2.05848  -3.48408  -5.36236  0.1278
H  0.87138  -2.80127  -3.48432  0.1078
H  -0.09865  -3.43185  -4.75501  0.1201
H  -2.09735  -0.54157  -4.94135  0.0735
H  -1.66792  -2.08268  -5.69051  0.0798
H  -0.79134  -0.71058  -6.12364  0.0841
C  -1.48103  3.13408  -4.78243  -0.0992
O  -0.18486  3.60746  -5.12553  -0.1696
C  0.33679  4.39650  -4.07369  -0.1741
C  1.69731  4.99055  -4.56531  -0.1683
O  2.84940  4.21911  -4.31767  -0.2118
C  4.05572  4.91375  -4.47162  -0.1301
H  -2.08309  3.82668  -4.19427  0.0641
H  -1.53399  2.19625  -4.22946  0.0637
H  -1.94460  2.95551  -5.75264  0.0949
H  0.43037  3.91959  -3.09804  0.1160
H  -0.29706  5.25359  -3.84622  0.0920
H  1.78771  5.89563  -3.96467  0.0988
H  1.64723  5.31147  -5.60579  0.1301
H  4.22758  5.22717  -5.50134  0.0823
H  4.86082  4.25751  -4.14107  0.0887
H  4.10525  5.82933  -3.88225  0.0848
C  2.65263  -5.29702  2.51939  -0.1184
O  3.22739  -6.16668  3.47610  -0.1903
C  2.75248  -5.93052  4.84350  -0.1316
C  3.25522  -6.96026  5.96850  -0.1548
O  2.48238  -8.16995  6.00699  -0.2111
C  2.91831  -9.13408  5.04932  -0.1013
H  3.02508  -4.28264  2.66225  0.0764
H  1.56597  -5.21614  2.49247  0.0784
H  3.01200  -5.71596  1.57946  0.0829
H  1.67053  -5.84377  4.94328  0.0924
H  3.12625  -4.94790  5.13136  0.0945
H  3.05101  -6.52096  6.94493  0.1180
H  4.32627  -7.16004  5.93625  0.1158
H  2.57160  -10.11601  5.37135  0.0832
H  4.00700  -9.15549  5.09825  0.0838
H  2.56728  -8.97165  4.03025  0.0821
C  3.89356  2.60505  -6.91969  -0.0495
C  3.71094  1.60006  -5.72890  -0.4386
C  2.28048  1.03937  -5.76781  -0.0282
O  4.60932  0.60277  -6.14636  -0.0709
H  3.29144  3.49208  -6.72293  0.0499
H  3.57225  2.23733  -7.89419  0.0809
H  4.90133  3.01463  -6.98848  0.0723
H  3.95567  2.00007  -4.74493  0.1201
H  2.07414  0.35416  -6.59001  0.0809
H  1.49238  1.78973  -5.70485  0.0704
H  2.14679  0.49183  -4.83484  0.0622
H  4.52616  -0.15117  -5.55793  0.0337
C  -1.37755  -6.43061  -2.98431  -0.0328
C  -0.20537  -7.34669  -2.58320  -0.4519
C  -0.49798  -8.87290  -2.50503  -0.0546
O  0.78089  -7.29310  -3.59928  -0.0749
H  -1.53454  -6.43460  -4.06294  0.0572
H  -1.22307  -5.37294  -2.77086  0.0700
H  -2.26852  -6.82023  -2.49188  0.0673
H  0.29549  -7.00734  -1.67652  0.1290
H  -0.87259  -9.34877  -3.41129  0.0827
H  -1.27773  -9.08665  -1.77400  0.0590
H  0.31510  -9.44471  -2.05779  0.0805
H  0.45497  -7.87820  -4.28705  0.0749
C  -3.04260  7.28417  6.28734  -0.0358
C  -1.86124  6.34586  6.02413  -0.4526
C  -1.71983  5.23838  7.03302  -0.0485
O  -1.79394  5.75683  4.69181  -0.0918
H  -3.03100  8.22292  5.73352  0.0847
H  -3.02864  7.46742  7.36174  0.0778
H  -3.92451  6.65794  6.15255  0.0801
H  -0.98641  6.98974  6.11465  0.1275
H  -2.63209  4.66133  7.18435  0.0850
H  -1.51576  5.76080  7.96765  0.0811
H  -0.91170  4.56943  6.73713  0.0770
H  -0.87685  5.57041  4.47782  0.0460
C  -1.51188  -1.65950  6.63491  -0.0399
C  -2.00041  -2.81581  5.74761  -0.4743
C  -2.58981  -2.32133  4.44573  -0.0486
O  -0.86531  -3.62020  5.47677  -0.0796
H  -0.76120  -1.02548  6.16310  0.0634
H  -1.05560  -2.10706  7.51787  0.0790
H  -2.31275  -0.98322  6.93381  0.0794
H  -2.72753  -3.43509  6.27287  0.1327
H  -1.82418  -1.76750  3.90243  0.0650
H  -3.51920  -1.77640  4.61122  0.0832
H  -2.90691  -3.10417  3.75674  0.0734
H  -1.15278  -4.53611  5.48539  0.0199
C  8.37235  0.96716  1.11916  -0.0515
C  7.33950  0.02028  0.48242  -0.4068
C  6.25934  -0.49044  1.45799  -0.0464
O  6.57229  0.79508  -0.52971  -0.0930
H  7.88393  1.74114  1.71119  0.0829
H  8.92263  1.46266  0.31931  0.0791
H  9.00568  0.42651  1.82251  0.0799
H  7.91515  -0.78786  0.03115  0.1304
H  6.78617  -0.78508  2.36559  0.0809
H  5.75144  -1.37918  1.08345  0.0651
H  5.52037  0.25311  1.75660  0.0605
H  7.22297  0.96300  -1.21529  0.0891
C  -1.58131  -8.39237  5.64234  -0.0537
C  -1.03406  -7.02084  5.57449  -0.4792
C  -0.72040  -6.69149  4.10249  -0.0327
O  -1.98025  -6.03360  5.99412  -0.0559
H  -2.44189  -8.43544  4.97478  0.0889
H  -1.84087  -8.75301  6.63766  0.0885
H  -0.78840  -9.00454  5.21263  0.0896
H  -0.13334  -6.96397  6.18569  0.1319
H  0.13143  -7.24907  3.71312  0.0863
H  -0.50645  -5.62612  4.01689  0.0656
H  -1.60457  -6.99705  3.54306  0.0684
H  -2.32771  -6.20708  6.87206  0.1106
C  -3.95401  1.66284  -2.79096  -0.0522
C  -5.40851  1.98972  -2.68391  -0.4979
C  -6.35776  0.89019  -3.07364  -0.0423
O  -5.70119  2.57050  -1.43568  -0.0509
H  -3.24710  2.48695  -2.69493  0.0493
H  -3.68287  1.14338  -3.71007  0.0712
H  -3.56578  0.93825  -2.07518  0.0663
H  -5.56356  2.83739  -3.35139  0.1264
H  -6.47238  0.80211  -4.15401  0.0827
H  -7.39358  1.00284  -2.75349  0.0854
H  -5.95771  -0.03641  -2.66197  0.0641
H  -5.66990  1.94347  -0.70943  0.0462
C  -3.12475  -7.59505  0.84598  -0.0677
C  -3.57192  -6.19560  1.35775  -0.4479
C  -2.93685  -5.17746  0.38493  -0.0644
O  -4.96624  -6.18001  1.10910  -0.0556
H  -3.47595  -7.80579  -0.16414  0.0690
H  -3.54296  -8.44827  1.38002  0.0742
H  -2.03805  -7.67978  0.84847  0.0689
H  -3.33503  -5.90270  2.38059  0.1270
H  -1.87139  -5.06299  0.58443  0.0718
H  -3.47567  -4.24789  0.56843  0.0774
H  -3.03283  -5.38532  -0.68075  0.0635
H  -4.99782  -6.31936  0.15979  0.0796
C  2.60613  -1.93093  5.98076  -0.0245
C  2.11874  -1.27389  4.66931  -0.5170
C  3.23950  -0.66137  3.85170  -0.0505
O  1.45545  -2.17662  3.84320  -0.0439
H  3.22375  -2.80889  5.79147  0.0679
H  1.71193  -2.24856  6.51706  0.0637
H  3.00057  -1.16713  6.65092  0.0832
H  1.44088  -0.44763  4.88359  0.1112
H  3.54809  0.26387  4.33833  0.0868
H  2.79037  -0.31528  2.92079  0.0542
H  4.03897  -1.35259  3.58493  0.0816
H  0.82079  -2.53312  4.46907  0.0496
C  0.95808  6.17330  -0.72948  -0.0406
C  0.45248  7.49760  -1.28772  -0.4684
C  1.37864  8.68359  -0.92105  -0.0422
O  0.26578  7.45939  -2.69436  -0.0655
H  0.86262  6.16071  0.35626  0.0560
H  1.96411  5.88585  -1.03507  0.0834
H  0.28920  5.36542  -1.02620  0.0632
H  -0.54999  7.71402  -0.91851  0.1224
H  1.51491  8.93901  0.12981  0.0661
H  1.07640  9.57517  -1.47045  0.0746
H  2.37982  8.46536  -1.29269  0.0733
H  -0.62124  7.10966  -2.80607  0.0190
C  -2.87456  0.02156  1.13770  -0.0409
C  -4.15742  0.72850  1.48457  -0.4984
C  -4.06564  2.23298  1.70062  -0.0286
O  -5.04931  0.54740  0.46362  -0.0434
H  -2.93330  -0.90994  0.57471  0.0765
H  -2.25906  -0.22370  2.00320  0.0688
H  -2.23423  0.65297  0.52174  0.0474
H  -4.51936  0.23792  2.38814  0.1318
H  -3.36619  2.49976  2.49290  0.0749
H  -5.03737  2.67628  1.91817  0.0893
H  -3.71150  2.76220  0.81597  0.0631
H  -5.24419  -0.39109  0.41006  0.1128
C  3.64348  3.02529  -1.12098  -0.0276
C  3.72181  2.93793  0.42178  -0.4709
C  3.14722  1.66822  1.03950  -0.0403
O  5.06305  2.90110  0.72409  -0.0649
H  2.59519  2.96693  -1.41387  0.0637
H  4.10542  2.12817  -1.53316  0.0648
H  4.21915  3.83616  -1.56727  0.0790
H  3.36441  3.90314  0.78058  0.1301
H  3.21608  1.62323  2.12640  0.0543
H  3.66065  0.78660  0.65579  0.0700
H  2.11608  1.46764  0.74862  0.0538
H  5.48731  2.10940  0.38525  0.0307
C  -4.65037  7.57935  -2.46571  -0.0252
C  -3.44700  6.67017  -2.02139  -0.4266
C  -3.84353  5.21375  -2.02178  -0.0699
O  -2.34202  6.78004  -2.92311  -0.0771
H  -4.49624  8.65779  -2.42961  0.0752
H  -5.49018  7.35529  -1.80798  0.0793
H  -4.91539  7.31648  -3.48980  0.0760
H  -3.01507  6.91769  -1.05171  0.1152
H  -2.97478  4.55694  -1.97738  0.0749
H  -4.51954  4.95631  -2.83716  0.0824
H  -4.50398  4.96630  -1.19071  0.0736
H  -2.68353  6.63824  -3.80903  0.1029
C  -2.68377  5.69060  1.51009  -0.0443
C  -3.51884  6.76293  2.16510  -0.5066
C  -4.56373  6.14056  3.04388  -0.0610
O  -2.82152  7.58093  3.05206  -0.0602
H  -1.90345  6.11448  0.87802  0.0707
H  -3.32966  5.14586  0.82148  0.0591
H  -2.28513  5.05552  2.30121  0.0744
H  -3.93403  7.34642  1.34337  0.1317
H  -5.31316  5.75221  2.35421  0.0783
H  -5.06790  6.78375  3.76514  0.0791
H  -4.10658  5.39053  3.68929  0.0735
H  -2.39232  6.95445  3.63935  0.0110